# C34H39CdN5O

A molecular structure, C34H39CdN5O (the ωB97M-V functional and the def2-TZVPD basis, OMol25).

Summary:
largest force on an atom: 0.192 Eh/bohr
frontier orbital gap (alpha / beta): 1.91 / 5.20 eV
LUMO (alpha / beta): 4.1 / 4.0 eV

ORCA input file:
```
! RIJCOSX wB97M-V def2-TZVPD def2/J DEFGRID3
* xyz -2 1
Cd 0.892 -0.382 -0.004
N -1.059 -1.624 3.807
N 2.353 0.929 1.695
C -0.845 1.011 -1.603
C -1.354 1.615 -0.407
C -2.196 0.656 0.223
C -2.865 0.792 1.534
H -2.958 1.862 1.816
H -2.312 0.252 2.335
H -3.884 0.355 1.463
C -2.279 -0.501 -0.606
C -3.029 -1.742 -0.283
H -4.097 -1.704 -0.572
H -2.995 -1.949 0.799
H -2.585 -2.603 -0.801
C -1.464 -0.286 -1.732
C -1.312 -1.209 -2.879
H -1.117 -2.240 -2.545
H -0.487 -0.902 -3.536
H -2.229 -1.240 -3.501
C -1.254 3.050 -0.045
H -2.145 3.564 -0.470
H -0.363 3.544 -0.464
H -1.264 3.229 1.046
C -0.148 1.737 -2.698
H 0.377 1.050 -3.387
H 0.596 2.450 -2.306
H -0.884 2.311 -3.303
C -1.020 -2.813 4.371
H -2.003 -3.181 4.819
C 0.204 -3.597 4.446
H 0.118 -4.592 4.909
C 1.444 -3.083 3.956
H 2.386 -3.721 4.042
C 1.421 -1.780 3.431
H 2.326 -1.323 2.996
C 0.188 -0.982 3.376
C -0.014 0.107 2.562
H -0.453 1.185 3.010
C 2.564 0.823 0.530
C 3.103 1.930 2.145
H 2.827 2.146 3.181
C 3.943 2.524 1.214
H 4.735 3.293 1.205
N 3.547 1.768 0.062
C 3.577 2.182 -1.244
C 3.353 3.554 -1.492
C 3.508 4.002 -2.820
H 3.408 5.085 -2.991
C 3.770 3.070 -3.829
C 4.040 3.563 -5.194
H 3.617 2.859 -5.912
H 5.118 3.641 -5.366
H 3.587 4.548 -5.309
C 3.788 1.686 -3.601
H 3.890 0.944 -4.406
C 3.721 1.222 -2.274
C 3.834 -0.250 -1.962
H 4.170 -0.486 -0.935
H 4.566 -0.707 -2.655
H 2.880 -0.789 -2.151
C 2.917 4.488 -0.400
H 3.620 4.585 0.448
H 1.898 4.281 0.003
H 2.872 5.475 -0.879
N 2.245 -6.770 -2.375
C 2.238 -5.406 -2.343
O 2.946 -4.718 -3.101
C 1.375 -4.783 -1.280
C 0.781 -5.485 -0.213
C 0.011 -4.781 0.717
C -0.080 -3.388 0.609
N 0.631 -2.703 -0.312
C 1.279 -3.386 -1.298
H 2.674 -7.199 -3.185
H 1.493 -7.297 -1.929
H 0.937 -6.558 -0.088
H -0.499 -5.275 1.543
H -0.703 -2.794 1.292
H 1.766 -2.777 -2.069
*
```